The molecule C2H3FNP, computed with ωB97M-V/def2-TZVPD.

relative energy (zero: lowest compared OMol25 entry of this formula, charge and spin)	29.3	kJ/mol
multiplicity	1
total charge	0
DFT total energy	-573.92180	Ha
SMILES string	[H]/N=C1/CP1F
frontier orbital gap	9.08	eV

Last columns: bonded neighbours and bond lengths (Å).
Positions of all 8 atoms, in Å:
1 C -0.02793 -0.46665 -0.55782  C2 1.530, N3 1.268, P5 1.819
2 C -0.58532 0.49575 0.49301  C1 1.530, P5 1.882, H6 1.005, H7 1.110
3 N 1.11334 -0.86222 -0.94457  C1 1.268, H8 1.063
4 F -1.49420 -2.03327 1.08815  P5 1.753
5 P -1.76416 -0.82224 -0.15006  C1 1.819, C2 1.882, F4 1.753
6 H -0.05464 0.57736 1.34209  C2 1.005
7 H -1.04646 1.46089 0.19594  C2 1.110
8 H 1.13627 -1.80606 -1.43359  N3 1.063